DFT (the ωB97M-V functional and the def2-TZVPD basis) results for a 2-piece molecular cluster, C9H16IN4O4P overall.

calculated total energy: -41124.4773 eV
largest force on an atom: 8.85 eV Å⁻¹
HOMO energy: -9.27 eV
energy above the lowest of the compared OMol25 structures with the same formula, charge and spin: 81.6 kcal/mol
frontier orbital gap: 7.84 eV
SMILES string: CC(=O)OCCCCCc1nnc(P(O)I)nn1.O
total charge: 0
spin multiplicity: 1

Geometry as XYZ:
```
35
Properties=species:S:1:pos:R:3:mulliken_charge:R:1
C 3.3529 -1.2057 -1.1843 -0.721
C 3.1592 0.2451 -1.9918 0.551
O 3.5527 1.3421 -1.3071 -0.520
O 2.6178 0.2837 -3.3612 -0.320
C 1.1730 0.6287 -3.3668 -0.459
C 0.3368 -0.7726 -3.0778 -0.146
C -1.2314 -0.3413 -2.8251 -0.627
C -1.8735 -1.1955 -1.5652 -0.619
C -2.7389 -0.2984 -0.5025 -0.592
C -1.7871 0.4991 0.6247 0.306
N -0.4627 -0.0310 0.7509 0.028
N 0.2634 0.5641 1.6614 -0.323
C -0.4145 1.6209 2.3427 0.496
P 0.6483 2.4686 3.7471 0.107
O 2.3185 1.9854 3.5280 -0.458
I 0.0374 1.5375 5.9671 -0.004
N -1.7205 2.1813 2.1906 -0.260
N -2.4493 1.5876 1.2812 -0.246
H 2.5643 -1.2782 -0.2945 0.198
H 4.4537 -1.3794 -0.8255 0.301
H 2.9875 -2.0252 -1.9714 0.284
H 0.8956 1.4017 -2.5084 0.307
H 0.8079 1.0461 -4.4155 0.274
H 0.7137 -1.2623 -2.0839 -0.006
H 0.4370 -1.5665 -3.9447 0.231
H -1.8140 -0.6295 -3.8264 0.310
H -1.3286 0.8196 -2.7234 0.381
H -2.6530 -1.9485 -2.0668 0.357
H -1.0867 -1.8885 -1.0178 0.326
H -3.3549 0.5256 -1.0608 0.293
H -3.4845 -0.9551 0.1602 0.323
H 2.6178 1.3596 4.2772 0.315
O -2.0781 -1.4377 6.6588 -0.611
H -2.8718 -1.2779 6.1264 0.315
H -1.5881 -0.6035 6.6045 0.210
```